Below is 9 unconnected molecules or ions with the total composition C36H54O18, with properties calculated with ωB97M-V/def2-TZVPD.

Geometry (Å):
O: 2.656 2.108 0.310
C: 3.788 2.650 0.198
O: 4.812 2.153 0.796
C: 6.053 2.971 0.445
C: 5.474 4.281 -0.200
C: 4.018 3.945 -0.484
H: 6.696 2.321 -0.198
H: 6.513 3.206 1.392
H: 6.022 4.676 -1.020
H: 5.482 5.001 0.628
H: 3.821 3.819 -1.560
H: 3.268 4.596 -0.051
O: -4.928 -3.011 1.097
C: -4.663 -1.867 1.420
O: -4.745 -0.832 0.544
C: -4.536 0.490 1.208
C: -4.754 0.117 2.696
C: -4.279 -1.343 2.792
H: -5.209 1.279 0.836
H: -3.513 0.786 1.118
H: -5.790 0.140 3.031
H: -4.201 0.732 3.380
H: -4.816 -1.888 3.508
H: -3.204 -1.329 2.911
O: -3.218 0.786 -2.244
C: -4.087 -0.049 -2.174
O: -5.355 0.284 -1.954
C: -6.200 -0.863 -2.050
C: -5.312 -2.076 -2.402
C: -3.850 -1.542 -2.179
H: -6.925 -0.625 -2.865
H: -6.681 -0.926 -1.081
H: -5.565 -2.321 -3.442
H: -5.546 -2.931 -1.758
H: -3.122 -1.857 -2.939
H: -3.539 -1.725 -1.149
O: 4.822 -0.065 -1.385
C: 4.302 -1.135 -1.697
O: 2.984 -1.272 -2.148
C: 2.797 -2.726 -2.308
C: 4.164 -3.331 -2.435
C: 5.030 -2.420 -1.653
H: 2.173 -2.902 -3.196
H: 2.196 -3.089 -1.492
H: 4.496 -3.298 -3.475
H: 4.308 -4.354 -2.110
H: 6.011 -2.324 -2.088
H: 5.018 -2.714 -0.589
O: 0.515 -4.716 -1.491
C: -0.614 -4.909 -1.101
O: -1.655 -4.490 -1.810
C: -2.907 -4.623 -0.983
C: -2.553 -5.647 0.115
C: -1.012 -5.669 0.142
H: -3.627 -4.985 -1.695
H: -3.140 -3.682 -0.566
H: -2.865 -6.640 -0.133
H: -2.995 -5.317 1.031
H: -0.582 -6.689 -0.009
H: -0.605 -5.198 0.995
O: -2.035 2.743 3.052
C: -1.492 3.329 2.136
O: -0.257 3.817 2.207
C: 0.229 4.231 0.846
C: -1.049 4.579 0.070
C: -2.131 3.664 0.807
H: 0.762 3.345 0.451
H: 0.906 5.071 0.964
H: -0.918 4.289 -1.001
H: -1.285 5.639 0.257
H: -2.107 2.704 0.329
H: -3.042 4.174 0.976
O: 1.521 3.900 -2.767
C: 1.192 2.770 -2.862
O: -0.074 2.332 -2.609
C: -0.193 0.928 -2.938
C: 0.925 0.574 -3.941
C: 2.017 1.647 -3.537
H: -1.220 0.755 -3.195
H: -0.023 0.366 -2.030
H: 0.599 0.771 -4.989
H: 1.126 -0.497 -3.813
H: 2.591 2.147 -4.323
H: 2.710 1.418 -2.721
O: 0.985 -0.840 5.610
C: 1.685 0.000 5.176
O: 3.038 0.009 5.311
C: 3.555 1.218 4.591
C: 2.373 2.213 4.708
C: 1.199 1.224 4.438
H: 3.593 0.920 3.535
H: 4.506 1.577 4.912
H: 2.442 3.043 4.049
H: 2.276 2.536 5.760
H: 1.118 0.978 3.375
H: 0.196 1.531 4.676
O: -1.882 -2.088 0.847
C: -0.952 -1.375 0.531
O: -1.016 -0.018 0.838
C: 0.263 0.586 0.656
C: 1.234 -0.537 0.295
C: 0.355 -1.709 -0.134
H: 0.532 1.016 1.634
H: 0.163 1.318 -0.172
H: 1.909 -0.830 1.073
H: 1.862 -0.178 -0.493
H: 0.688 -2.682 0.172
H: 0.300 -1.569 -1.234

## Properties
* orbital gap: 10.23 eV
* SMILES: O=C1CCCO1.O=C1CCCO1.O=C1CCCO1.O=C1CCCO1.O=C1CCCO1.O=C1CCCO1.O=C1CCCO1.O=C1CCCO1.O=C1CCCO1
* energy relative to the best compared isomer or geometry (same formula, charge and spin): 158.4 kJ/mol

Results of the Mulliken charge analysis, in e, for atoms 1 through 99: atom 1 (O): -0.0857, atom 2 (C): -0.1569, atom 3 (O): -0.3795, atom 4 (C): -0.4283, atom 5 (C): -0.6712, atom 6 (C): 0.3106, atom 7 (H): 0.2568, atom 8 (H): 0.2846, atom 9 (H): 0.3735, atom 10 (H): 0.2816, atom 11 (H): 0.0878, atom 12 (H): -0.0259, atom 13 (O): -0.6686, atom 14 (C): 0.4990, atom 15 (O): 0.0621, atom 16 (C): 0.0053, atom 17 (C): -0.8347, atom 18 (C): -0.5434, atom 19 (H): 0.4353, atom 20 (H): -0.2257, atom 21 (H): 0.3663, atom 22 (H): 0.3798, atom 23 (H): 0.4875, atom 24 (H): 0.1211, atom 25 (O): -0.4261, atom 26 (C): 0.0481, atom 27 (O): -0.3975, atom 28 (C): -0.4113, atom 29 (C): -0.7181, atom 30 (C): 0.9968, atom 31 (H): 0.3597, atom 32 (H): 0.2018, atom 33 (H): 0.3232, atom 34 (H): 0.2621, atom 35 (H): 0.7390, atom 36 (H): -1.0568, atom 37 (O): -0.5647, atom 38 (C): 0.3443, atom 39 (O): -0.0755, atom 40 (C): -0.0715, atom 41 (C): -0.7052, atom 42 (C): -0.3998, atom 43 (H): 0.3454, atom 44 (H): 0.0352, atom 45 (H): 0.3215, atom 46 (H): 0.3353, atom 47 (H): 0.3462, atom 48 (H): 0.2531, atom 49 (O): -0.6687, atom 50 (C): 0.5569, atom 51 (O): -0.3795, atom 52 (C): 0.8627, atom 53 (C): -0.8068, atom 54 (C): -0.3604, atom 55 (H): 0.4724, atom 56 (H): -0.8133, atom 57 (H): 0.3218, atom 58 (H): 0.3637, atom 59 (H): 0.3488, atom 60 (H): 0.1995, atom 61 (O): -0.6329, atom 62 (C): 0.5116, atom 63 (O): -0.4285, atom 64 (C): 0.9100, atom 65 (C): -0.5449, atom 66 (C): 0.1144, atom 67 (H): -0.8704, atom 68 (H): 0.3844, atom 69 (H): 0.1568, atom 70 (H): 0.3461, atom 71 (H): -0.3893, atom 72 (H): 0.5464, atom 73 (O): -0.6339, atom 74 (C): 0.4639, atom 75 (O): -0.2851, atom 76 (C): 0.1639, atom 77 (C): -0.4034, atom 78 (C): 0.0395, atom 79 (H): 0.5029, atom 80 (H): -0.4808, atom 81 (H): 0.3592, atom 82 (H): 0.0724, atom 83 (H): 0.4973, atom 84 (H): -0.4030, atom 85 (O): -0.5655, atom 86 (C): 0.3028, atom 87 (O): -0.4201, atom 88 (C): -0.1116, atom 89 (C): -0.7008, atom 90 (C): -0.2011, atom 91 (H): -0.0101, atom 92 (H): 0.4036, atom 93 (H): 0.4351, atom 94 (H): 0.3211, atom 95 (H): -0.4150, atom 96 (H): 0.4465, atom 97 (O): -0.5416, atom 98 (C): -0.5189, atom 99 (O): -0.2281



Below is a molecular structure, C16H18AuN4O2PS, with properties calculated with ωB97M-V/def2-TZVPD.

Geometry (Å):
Au: 1.222 -0.301 0.007
N: 3.664 -0.138 -0.020
N: 4.424 -1.311 -0.089
C: 3.867 -2.528 -0.042
N: 4.639 -3.604 -0.072
S: 2.182 -2.744 0.061
H: 3.848 0.476 -0.815
H: 3.864 0.394 0.829
H: 5.436 -1.232 -0.170
H: 5.647 -3.565 -0.139
H: 4.218 -4.522 -0.015
O: 1.793 4.158 0.019
C: 1.391 3.029 0.012
O: 1.988 1.938 0.001
C: -0.223 2.944 0.017
P: -0.737 1.211 0.016
C: -1.478 0.806 1.598
C: -2.762 0.318 1.818
C: -3.097 -0.140 3.081
C: -2.160 -0.136 4.107
C: -0.887 0.379 3.894
C: -0.546 0.856 2.648
C: -1.478 0.807 -1.567
C: -0.545 0.852 -2.616
C: -0.887 0.377 -3.861
C: -2.161 -0.134 -4.075
C: -3.099 -0.134 -3.050
C: -2.764 0.325 -1.788
H: -0.593 3.465 -0.870
H: -0.590 3.465 0.905
H: -3.497 0.318 1.029
H: -4.091 -0.513 3.270
H: -2.417 -0.524 5.079
H: -0.165 0.396 4.695
H: 0.442 1.256 2.456
H: 0.445 1.248 -2.422
H: -0.163 0.390 -4.662
H: -2.418 -0.522 -5.048
H: -4.094 -0.504 -3.240
H: -3.500 0.329 -1.001
N: -1.611 -2.425 0.011
C: -0.738 -1.679 -0.027
H: -2.372 -3.078 0.037

## Properties
* charge: +2
* orbital gap: 5.47 eV
* energy relative to the best compared isomer or geometry (same formula, charge and spin): 213.3 kJ/mol

For reference, the natural (NBO) charges in units of e are: atom 1 (Au): 1.0137, atom 2 (N): -0.6866, atom 3 (N): -0.4259, atom 4 (C): 0.3397, atom 5 (N): -0.7369, atom 6 (S): -0.2804, atom 7 (H): 0.4121, atom 8 (H): 0.4085, atom 9 (H): 0.4101, atom 10 (H): 0.4212, atom 11 (H): 0.4423, atom 12 (O): -0.5205, atom 13 (C): 0.8123, atom 14 (O): -0.7640, atom 15 (C): -0.9228, atom 16 (P): 1.4122, atom 17 (C): -0.3710, atom 18 (C): -0.2100, atom 19 (C): -0.1817, atom 20 (C): -0.1322, atom 21 (C): -0.1761, atom 22 (C): -0.2121, atom 23 (C): -0.3718, atom 24 (C): -0.2016, atom 25 (C): -0.1883, atom 26 (C): -0.1341, atom 27 (C): -0.1720, atom 28 (C): -0.2162, atom 29 (H): 0.3036, atom 30 (H): 0.3034, atom 31 (H): 0.2262, atom 32 (H): 0.2488, atom 33 (H): 0.2501, atom 34 (H): 0.2495, atom 35 (H): 0.2302, atom 36 (H): 0.2284, atom 37 (H): 0.2501, atom 38 (H): 0.2499, atom 39 (H): 0.2475, atom 40 (H): 0.2260, atom 41 (N): -0.5747, atom 42 (C): 0.3016, atom 43 (H): 0.4912



Below is 2 unconnected molecules or ions with the total composition C5H10O2, with properties calculated with ωB97M-V/def2-TZVPD.

Geometry (Å):
C: 2.589 0.369 -0.021
O: 1.285 0.445 -0.544
C: 0.361 -0.390 0.080
C: -0.190 -0.064 1.474
C: -0.964 0.190 0.254
C: -1.858 0.900 -0.412
O: -1.867 1.023 -1.764
H: 3.027 -0.632 -0.145
H: 2.605 0.634 1.046
H: 3.187 1.093 -0.579
H: 0.478 -1.455 -0.152
H: -0.443 -0.914 2.107
H: 0.220 0.793 2.006
H: -2.317 -2.397 -0.712
H: -2.387 -1.666 -0.592
H: -2.686 1.429 0.049
H: -1.039 0.642 -2.095

## Properties
* orbital gap: 9.78 eV
* SMILES: CO[C@H]1C/C1=C/O.[H][H]
* energy relative to the best compared isomer or geometry (same formula, charge and spin): 429.6 kJ/mol

For reference, the natural (NBO) charges in units of e are: atom 1 (C): -0.2460, atom 2 (O): -0.5301, atom 3 (C): 0.0588, atom 4 (C): -0.4437, atom 5 (C): -0.1728, atom 6 (C): 0.1807, atom 7 (O): -0.6689, atom 8 (H): 0.1659, atom 9 (H): 0.1687, atom 10 (H): 0.1945, atom 11 (H): 0.1851, atom 12 (H): 0.2217, atom 13 (H): 0.2235, atom 14 (H): -0.0166, atom 15 (H): 0.0074, atom 16 (H): 0.1864, atom 17 (H): 0.4853



Below is 2 unconnected molecules or ions with the total composition CH3F3P, with properties calculated with ωB97M-V/def2-TZVPD.

Geometry (Å):
C: 1.751 -0.034 -0.037
F: -2.698 -1.090 0.397
F: -2.517 1.118 0.456
F: 0.335 0.098 -0.287
P: -3.179 0.095 -0.499
H: 2.003 -0.911 0.410
H: 1.926 0.820 0.491
H: 2.379 -0.095 -0.932

## Properties
* 2S+1: 3
* charge: +1
* orbital gap (alpha / beta): 8.85 / 2.42 eV
* energy relative to the best compared isomer or geometry (same formula, charge and spin): 0.0 kJ/mol

For reference, the natural (NBO) charges in units of e are: atom 1 (C): -0.1098, atom 2 (F): -0.4148, atom 3 (F): -0.4163, atom 4 (F): -0.4209, atom 5 (P): 1.8284, atom 6 (H): 0.1757, atom 7 (H): 0.1784, atom 8 (H): 0.1794



Below is 2 unconnected molecules or ions with the total composition C5H7I2NO2, with properties calculated with ωB97M-V/def2-TZVPD.

Geometry (Å):
C: -3.081 -0.172 -0.512
C: -0.157 -0.328 0.255
C: -2.273 0.732 0.407
C: 1.275 0.113 -0.197
C: 1.905 1.069 0.437
N: -1.030 0.683 0.751
O: -4.255 0.470 -0.701
O: -2.732 -1.130 -1.190
I: 4.760 -2.377 0.224
I: 3.856 1.683 -0.140
H: -0.551 -1.007 -0.505
H: 0.156 -0.994 1.059
H: -2.791 1.708 0.565
H: 1.753 -0.500 -0.875
H: 1.623 1.545 1.331
H: 6.290 -1.629 0.536
H: -4.747 0.134 -1.444

## Properties
* orbital gap: 8.54 eV
* SMILES: O=C(O)/C=N\C/C=C/I.I
* energy relative to the best compared isomer or geometry (same formula, charge and spin): 177.3 kJ/mol

For reference, the natural (NBO) charges in units of e are: atom 1 (C): 0.7157, atom 2 (C): -0.3129, atom 3 (C): -0.0029, atom 4 (C): -0.2009, atom 5 (C): -0.3058, atom 6 (N): -0.3233, atom 7 (O): -0.6781, atom 8 (O): -0.5678, atom 9 (I): -0.1193, atom 10 (I): 0.0839, atom 11 (H): 0.2216, atom 12 (H): 0.2285, atom 13 (H): 0.2075, atom 14 (H): 0.2143, atom 15 (H): 0.2166, atom 16 (H): 0.1198, atom 17 (H): 0.5030



Below is a gas-phase ion, C4H8FN2O6P2 (charge -1), with properties calculated with ωB97M-V/def2-TZVPD.

Geometry (Å):
N: 0.800 -2.456 0.741
P: -0.903 -2.346 0.722
O: -1.201 -2.130 2.352
N: -1.361 -0.806 0.055
C: -0.415 0.265 -0.275
C: 0.251 0.846 1.011
C: 1.514 1.657 0.885
O: 1.682 2.735 0.439
F: 2.591 0.984 1.434
C: -1.324 1.455 -0.870
O: -2.544 1.340 -0.682
O: -0.718 2.367 -1.454
P: 0.776 -0.257 -1.617
O: 1.472 1.087 -2.165
O: -0.311 -0.818 -2.698
H: 1.305 -1.596 0.941
H: 1.111 -2.737 -0.184
H: -0.382 -1.878 2.798
H: -2.050 -0.415 0.695
H: 0.446 0.063 1.743
H: -0.482 1.523 1.462
H: 0.941 1.577 -2.810
H: -1.199 -0.461 -2.523

## Properties
* charge: -1
* orbital gap: 7.96 eV
* SMILES: NP(O)N[C@](CC(=O)F)(C(=O)[O-])P(O)O

For reference, the natural (NBO) charges in units of e are: atom 1 (N): -1.1888, atom 2 (P): 1.3596, atom 3 (O): -1.0059, atom 4 (N): -0.9737, atom 5 (C): -0.3362, atom 6 (C): -0.5486, atom 7 (C): 0.8751, atom 8 (O): -0.4933, atom 9 (F): -0.3838, atom 10 (C): 0.7423, atom 11 (O): -0.7491, atom 12 (O): -0.7661, atom 13 (P): 1.3121, atom 14 (O): -0.9896, atom 15 (O): -0.9983, atom 16 (H): 0.3761, atom 17 (H): 0.3980, atom 18 (H): 0.4756, atom 19 (H): 0.4136, atom 20 (H): 0.2027, atom 21 (H): 0.2579, atom 22 (H): 0.5153, atom 23 (H): 0.5053